Entry 1:
The following is a quantum chemistry calculation of a 7-piece molecular cluster, C22H62N4O10 overall at a distorted geometry, from OMol25.

Structure (XYZ):
```
98
Properties=species:S:1:pos:R:3:forces:R:3:lowdin_charge:R:1
C 1.790 -7.139 -1.316 -0.39 -0.24 -0.10 -0.088
O 0.915 -6.319 -0.553 -0.54 -0.72 -0.52 -0.221
C 0.389 -5.243 -1.287 0.10 1.35 0.06 -0.224
C -0.767 -4.608 -0.507 -0.26 -1.18 0.33 -0.451
C -2.048 -5.421 -0.711 0.10 -0.93 0.40 -0.061
N -1.018 -3.205 -0.760 -0.09 0.22 -0.52 0.060
H 2.822 -6.812 -1.185 0.07 -0.04 -0.18 0.085
H 1.489 -7.147 -2.367 0.23 0.28 -0.07 0.086
H 1.678 -8.179 -1.005 0.13 0.13 0.40 0.091
H 1.185 -4.488 -1.411 -0.04 0.02 -0.12 0.121
H 0.017 -5.494 -2.288 0.24 -0.43 0.00 0.127
H -0.528 -4.808 0.545 0.21 0.50 0.01 0.116
H -1.809 -6.490 -0.755 0.26 0.12 -0.13 0.080
H -2.599 -5.205 -1.628 -0.01 0.32 0.07 0.078
H -2.683 -5.382 0.175 -0.28 0.51 -0.25 0.079
H -1.752 -3.125 -1.456 -0.09 0.06 0.15 0.068
H -0.235 -2.709 -1.174 0.22 -0.15 0.33 0.058
C 0.416 -1.445 2.864 0.28 0.42 -0.05 -0.099
O 1.523 -2.297 3.092 -0.58 -0.45 0.31 -0.169
C 1.720 -3.187 2.033 0.18 0.35 -1.22 -0.243
C 2.744 -4.260 2.372 -0.29 -0.13 -0.24 -0.432
C 4.085 -3.606 2.665 0.29 -0.04 -0.36 -0.064
N 2.936 -5.184 1.262 0.28 -0.33 -0.62 0.045
H 0.393 -0.727 3.681 0.13 0.15 -0.12 0.089
H -0.572 -1.918 2.843 0.23 -0.50 -0.07 0.093
H 0.561 -0.943 1.906 -0.20 0.26 0.09 0.058
H 0.791 -3.577 1.590 -0.18 -0.35 0.80 0.101
H 2.111 -2.648 1.137 0.25 0.17 0.29 0.124
H 2.383 -4.855 3.214 0.07 0.13 0.15 0.144
H 4.386 -3.047 1.770 -0.09 0.10 0.04 0.076
H 4.865 -4.357 2.792 -0.12 -0.06 0.30 0.075
H 4.071 -2.900 3.492 -0.11 -0.11 0.11 0.077
H 3.293 -4.702 0.442 0.13 0.12 0.16 0.067
H 2.135 -5.714 0.921 -0.08 0.41 0.61 0.048
C 4.495 -0.442 -2.652 0.88 -0.45 0.51 -0.101
O 3.709 0.699 -2.912 0.32 -0.15 -0.14 -0.206
C 3.912 1.161 -4.239 0.45 0.60 -0.09 -0.186
C 5.240 1.910 -4.423 0.51 0.26 -0.33 -0.433
C 5.098 3.360 -3.962 -0.59 -0.27 0.77 -0.063
N 5.629 1.806 -5.849 -0.42 0.24 0.11 0.032
H 5.507 -0.378 -3.063 -0.11 0.21 -0.21 0.084
H 4.082 -1.384 -3.026 -0.39 0.19 -0.09 0.093
H 4.667 -0.532 -1.578 -0.38 0.06 0.04 0.095
H 3.875 0.322 -4.939 -0.15 -0.02 -0.04 0.127
H 3.156 1.914 -4.469 -0.46 -0.43 0.08 0.133
H 6.017 1.427 -3.826 0.01 -0.03 -0.03 0.120
H 4.671 3.329 -2.951 -0.11 0.20 -0.10 0.074
H 4.399 3.881 -4.621 0.00 0.08 0.05 0.083
H 6.007 3.952 -3.858 0.25 -0.28 -0.35 0.077
H 4.774 1.837 -6.403 0.07 -0.16 -0.03 0.066
H 6.090 2.672 -6.112 0.26 -0.13 0.02 0.065
C -6.650 4.005 3.135 0.13 0.26 -0.73 -0.128
O -6.063 2.729 3.078 0.50 -0.31 -0.34 -0.205
C -6.860 1.820 2.309 -0.02 0.93 0.31 -0.216
C -6.169 0.474 2.131 -0.34 0.14 0.62 -0.427
C -4.881 0.459 1.314 -0.16 1.39 0.10 -0.042
N -7.123 -0.507 1.586 -0.39 0.01 0.31 0.034
H -6.582 4.516 2.162 -0.13 -0.18 -0.09 0.088
H -6.083 4.642 3.810 -0.16 -0.26 0.39 0.084
H -7.713 3.935 3.388 0.06 0.15 0.32 0.088
H -7.774 1.716 2.908 -0.18 -0.48 -0.30 0.123
H -7.149 2.296 1.360 0.18 -0.12 -0.14 0.129
H -5.974 0.242 3.185 0.34 -0.61 -0.20 0.139
H -4.641 -0.544 0.984 0.13 -0.01 0.04 0.078
H -4.056 0.936 1.849 0.07 -0.44 0.26 0.051
H -4.976 1.145 0.463 -0.24 -0.42 -0.31 0.084
H -7.885 -0.040 1.102 0.21 0.04 -0.23 0.066
H -7.591 -0.983 2.350 0.13 -0.10 -0.03 0.070
O -0.839 5.018 4.125 -0.21 -0.28 0.15 -0.049
C -2.213 4.828 3.861 -0.48 0.19 -0.26 -0.262
C -2.446 4.100 2.538 -0.51 1.28 1.08 -0.217
O -2.043 2.755 2.696 0.24 -0.32 -0.57 -0.073
H -0.462 4.132 4.188 0.18 0.10 -0.02 0.087
H -2.732 4.277 4.657 0.20 -0.09 0.11 0.119
H -2.694 5.809 3.835 0.21 0.09 -0.11 0.121
H -1.871 4.654 1.796 0.38 -0.71 -0.25 0.127
H -3.497 4.236 2.264 -0.07 -0.50 -0.04 0.113
H -2.695 2.271 3.215 -0.16 0.26 0.06 0.100
O 2.461 3.762 -0.749 0.05 -0.13 -0.28 -0.069
C 1.951 4.788 -1.590 -0.04 0.69 0.85 -0.244
C 0.532 4.542 -2.024 -1.11 0.47 0.04 -0.272
O 0.366 3.498 -2.955 0.07 -0.07 -0.01 -0.066
H 2.355 2.919 -1.208 -0.01 -0.04 0.05 0.045
H 1.929 5.679 -0.951 0.06 -0.01 -0.08 0.120
H 2.641 5.022 -2.407 -0.17 -0.27 -0.25 0.110
H 0.043 5.438 -2.430 0.72 0.04 -0.60 0.119
H -0.136 4.449 -1.147 0.50 -0.73 0.24 0.109
H 0.687 2.661 -2.573 -0.09 0.16 -0.06 0.035
O -1.000 0.791 1.026 -0.06 -0.57 0.02 -0.078
C -0.361 1.494 -0.011 0.18 0.06 -0.05 -0.240
C 0.365 0.492 -0.889 0.09 -0.56 -0.04 -0.194
O 1.266 1.135 -1.799 -0.27 -0.02 0.44 -0.102
H -1.498 1.405 1.584 0.24 0.25 -0.20 0.037
H -1.108 2.025 -0.611 0.22 0.28 -0.05 0.127
H 0.411 2.172 0.373 -0.23 0.25 -0.02 0.125
H -0.343 -0.116 -1.460 -0.04 0.07 0.03 0.119
H 0.947 -0.191 -0.262 -0.18 0.05 0.16 0.113
H 2.132 0.720 -1.714 0.03 0.18 -0.52 0.071
```
Positions in Å, forces in eV/Å.

Computed properties:
SMILES: COC[C@H](C)N.COC[C@H](C)N.COC[C@H](C)N.COC[C@H](C)N.OCCO.OCCO.OCCO
ΔE to the lowest compared entry with this formula, charge and spin in eV: 1.033
Charge: 0
HOMO level in eV: -8.82

Entry 2:
The following is a quantum chemistry calculation of a 8-piece molecular cluster, C22H62N5O10 overall at a distorted geometry, from OMol25.

Structure (XYZ):
```
99
Properties=species:S:1:pos:R:3:forces:R:3:lowdin_charge:R:1
N -29.098 9.597 11.574 -0.04 -0.20 -0.40 -0.507
O -29.057 10.640 10.948 -0.05 -0.06 0.55 0.053
O -30.229 9.136 11.978 0.86 0.09 0.03 -0.094
O -28.046 8.928 11.787 -0.68 0.05 0.26 -0.073
C -28.022 4.393 10.210 0.06 -0.32 0.63 -0.064
C -28.572 5.748 10.608 0.65 0.34 -0.29 -0.463
C -30.042 5.901 10.321 -0.73 0.34 0.86 -0.225
O -30.294 5.949 8.942 0.33 0.03 -0.32 -0.201
C -31.655 6.060 8.623 -0.15 -0.86 0.23 -0.117
N -28.369 5.984 12.029 0.40 -0.07 0.75 0.047
H -28.456 3.616 10.851 -0.16 0.06 -0.14 0.078
H -26.948 4.357 10.421 0.02 0.05 -0.29 0.072
H -28.216 4.148 9.169 0.04 0.08 -0.08 0.073
H -28.009 6.507 10.039 -0.34 -0.02 -0.19 0.113
H -30.393 6.814 10.839 0.07 0.06 -0.35 0.113
H -30.617 5.094 10.819 0.23 -0.12 -0.28 0.131
H -32.135 6.949 9.042 0.12 0.08 0.02 0.088
H -32.168 5.155 8.997 -0.17 0.30 0.03 0.087
H -31.755 6.043 7.540 0.10 0.22 -0.06 0.084
H -27.398 5.779 12.264 -0.16 -0.28 -0.08 0.068
H -28.421 6.984 12.240 -0.37 -0.08 -0.29 0.030
C -24.502 11.238 13.058 0.06 -0.16 0.16 -0.066
C -25.235 11.914 11.890 -0.11 -0.50 -0.21 -0.409
C -24.279 12.733 11.057 0.88 -0.62 -0.14 -0.247
O -24.923 13.494 10.081 0.11 0.48 -0.17 -0.166
C -24.024 14.427 9.566 0.02 0.80 -0.44 -0.153
N -25.889 10.928 10.995 0.50 -0.52 1.13 0.068
H -23.707 11.859 13.490 -0.20 -0.02 0.09 0.068
H -24.056 10.281 12.765 0.16 0.21 -0.28 0.070
H -25.212 10.948 13.836 -0.02 0.25 0.09 0.062
H -25.970 12.622 12.280 -0.21 -0.23 -0.11 0.125
H -23.580 12.061 10.525 0.04 -0.19 0.18 0.129
H -23.627 13.375 11.672 -0.29 0.07 0.25 0.119
H -24.466 14.912 8.692 -0.12 -0.18 0.05 0.089
H -23.055 14.008 9.249 -0.18 -0.23 0.12 0.085
H -23.804 15.238 10.286 0.01 -0.25 0.05 0.082
H -26.559 10.349 11.526 -0.26 0.81 -0.36 0.036
H -25.176 10.199 10.862 0.08 0.37 -0.45 0.065
C -31.113 14.620 12.331 -0.42 0.49 0.94 -0.082
C -29.921 14.480 11.395 -0.09 -0.38 -0.33 -0.424
C -28.686 13.951 12.124 -0.72 0.36 0.21 -0.211
O -27.509 14.150 11.393 0.59 -0.27 -0.06 -0.182
C -26.930 15.389 11.672 -0.71 0.43 0.37 -0.117
N -30.216 13.656 10.196 -0.72 0.57 0.59 0.063
H -30.947 15.370 13.122 0.20 0.04 -0.28 0.070
H -31.398 13.728 12.892 0.16 -0.32 -0.43 0.062
H -31.996 14.962 11.783 0.06 -0.14 -0.06 0.073
H -29.700 15.499 11.053 0.18 -0.11 -0.13 0.122
H -28.801 12.887 12.325 0.03 -0.15 -0.14 0.122
H -28.634 14.484 13.090 0.13 -0.16 0.01 0.118
H -26.053 15.568 11.062 -0.01 -0.22 -0.23 0.067
H -26.646 15.471 12.735 0.06 -0.06 -0.06 0.090
H -27.687 16.166 11.487 0.35 0.26 -0.03 0.082
H -30.740 12.827 10.521 0.54 0.18 -0.18 0.037
H -30.931 14.202 9.708 0.24 -0.26 -0.21 0.061
C -27.564 7.428 7.137 -0.73 -0.60 -0.77 -0.067
C -27.958 8.832 7.594 1.12 -0.34 0.66 -0.410
C -29.362 8.824 8.120 -0.54 0.83 -0.04 -0.216
O -29.811 10.156 8.242 0.05 0.47 -0.37 -0.167
C -31.173 10.208 8.525 -0.61 -0.32 0.43 -0.131
N -27.076 9.316 8.663 -0.08 -0.12 -0.21 0.059
H -28.335 6.975 6.489 0.12 0.24 0.00 0.073
H -27.498 6.727 7.972 0.19 0.25 0.10 0.056
H -26.639 7.400 6.557 0.15 0.16 0.22 0.066
H -27.861 9.573 6.798 -0.25 -0.19 -0.27 0.139
H -29.372 8.343 9.110 -0.21 -0.19 -0.19 0.116
H -30.056 8.330 7.426 0.20 -0.43 0.15 0.120
H -31.540 11.220 8.688 0.54 0.21 -0.06 0.080
H -31.380 9.671 9.464 -0.14 -0.08 -0.17 0.078
H -31.787 9.786 7.707 0.16 -0.18 0.08 0.086
H -26.103 9.245 8.391 0.00 0.08 -0.02 0.065
H -27.200 8.767 9.510 -0.05 0.17 0.03 0.043
C -27.017 7.543 15.223 -0.68 0.16 -0.69 -0.091
C -26.169 8.434 16.081 0.67 -0.96 1.08 -0.301
O -26.272 7.972 17.464 -0.38 0.25 -0.44 -0.106
H -26.968 7.902 14.188 0.15 -0.17 0.03 0.064
H -28.083 7.573 15.461 0.09 0.18 0.31 0.069
H -26.732 6.493 15.259 0.28 0.07 0.06 0.078
H -26.437 9.487 15.990 -0.05 -0.02 0.01 0.106
H -25.112 8.274 15.824 -0.16 0.43 -0.32 0.106
H -25.936 8.648 18.057 0.05 0.08 -0.11 0.064
C -31.358 7.670 14.964 -0.70 -0.48 0.01 -0.087
C -32.432 7.354 13.904 1.57 -0.23 0.33 -0.315
O -32.704 8.450 13.068 -0.37 -0.21 0.14 -0.107
H -30.448 8.002 14.470 0.09 0.01 0.00 0.051
H -31.176 6.720 15.483 0.26 0.24 0.09 0.072
H -31.677 8.412 15.696 -0.04 0.08 -0.07 0.068
H -33.339 6.981 14.375 -0.26 0.27 -0.12 0.104
H -31.977 6.521 13.344 -0.41 0.04 -0.23 0.104
H -31.869 8.713 12.648 0.02 -0.14 0.14 0.029
C -33.883 11.760 12.654 -1.13 -0.14 -0.33 -0.088
C -33.139 10.996 11.574 0.54 -0.48 0.14 -0.304
O -31.786 11.424 11.465 -0.46 0.44 0.06 -0.131
H -34.327 12.681 12.264 0.50 0.25 0.13 0.063
H -33.274 11.946 13.531 0.12 0.04 0.03 0.069
H -34.773 11.190 12.956 0.25 -0.14 0.13 0.069
H -33.643 11.123 10.608 0.11 0.13 -0.02 0.110
H -33.147 9.924 11.798 -0.27 0.44 -0.14 0.081
H -31.184 10.734 11.793 -0.08 -0.14 -0.29 0.037
```
Positions in Å, forces in eV/Å.

Computed properties:
ΔE to the lowest compared entry with this formula, charge and spin in eV: 0.281
Charge: -1
HOMO level in eV: -5.58

Q: Which value of ΔE to the lowest compared entry with this formula, charge and spin does entry 1 give?
A: 1.033 eV

Q: The lowest charge belongs to which entry?
A: C22H62N5O10